Record 1
Density functional theory data (wB97M-V/def2-TZVPD) for a 2-piece molecular cluster, CH4IN2O overall.

Structure (XYZ):
```
9
Properties=species:S:1:pos:R:3:nbo_charge:R:1
C 1.42964 0.12808 -0.15417 0.118
N -0.34438 -1.60348 0.14275 -0.518
N 0.79868 1.18798 -0.12191 -0.259
O 1.28371 2.43293 0.06710 -0.511
I 3.37065 -0.30079 0.03723 0.482
H 0.41385 -1.94609 0.70128 0.345
H -0.49883 -2.17848 -0.64273 0.348
H -0.22476 1.13067 -0.46799 0.466
H 2.03114 2.80541 -0.54071 0.529
```

Values from the calculation:
LUMO (alpha / beta) (eV): -7.226 / -7.231
Max |F| (eV/Å): 4.361
Net charge: +1
Orbital gap (alpha / beta) (eV): 7.206 / 7.201
E_tot (Ha): -522.428783
Energy above the lowest of the compared OMol25 structures with the same formula, charge and spin (eV): 5.4162

=====

Record 2
Density functional theory data (wB97M-V/def2-TZVPD) for C29H48AlCl2N3O4Si as an isolated structure.

Structure (XYZ):
```
88
Properties=species:S:1:pos:R:3:lowdin_charge:R:1
C -1.07149 -0.44655 -3.46738 -0.043
C -0.67771 -1.74393 -2.84197 -0.219
H -0.75926 -0.39667 -4.51486 0.063
H -0.63762 0.40694 -2.92346 0.039
H -2.16730 -0.32866 -3.43565 0.096
C -0.16433 -2.79633 -3.50666 -0.122
C 0.11979 -2.84613 -4.96720 -0.104
H 0.02479 -3.72977 -2.97575 0.099
H -0.02112 -1.88469 -5.47318 0.058
H -0.52815 -3.58597 -5.45766 0.075
H 1.15323 -3.17652 -5.14077 0.067
Al 0.31997 0.34531 0.56929 -0.532
Cl 0.02919 1.98068 -0.82611 0.476
C -0.09438 -2.11688 2.15148 -0.198
O 0.60181 -1.10731 1.85241 0.024
N 0.35700 -3.11494 2.91280 -0.145
C 1.73890 -3.14786 3.38665 -0.015
C -0.49658 -4.22865 3.30900 -0.033
H -1.13561 -2.20471 1.78959 0.154
H 2.22904 -2.21521 3.10426 0.089
H 2.26813 -4.00373 2.94242 0.095
H 1.73662 -3.26968 4.47798 0.093
H -1.51305 -4.04970 2.94694 0.096
H -0.50879 -4.32114 4.40349 0.093
H -0.13300 -5.17030 2.87670 0.082
H 1.25668 2.69727 5.26767 0.095
H -0.56327 4.34296 4.86198 0.094
C 1.61119 2.83967 4.24066 -0.010
C -0.23658 4.45231 3.82049 -0.028
N 0.49468 3.26402 3.40073 -0.155
H 2.03057 1.91467 3.84177 0.095
C 0.14055 2.56087 2.33731 -0.198
O 0.74211 1.48313 2.03028 -0.017
H -1.10829 4.58293 3.17119 0.096
H -0.69946 2.92985 1.72481 0.132
H 2.37051 3.62935 4.26290 0.097
H 0.40427 5.34093 3.75670 0.095
H 1.76141 -0.21510 -3.07141 0.096
H 2.78825 -2.79829 -2.47650 0.087
C 2.66150 0.10157 -2.52112 0.001
C 3.58204 -2.15806 -2.05953 -0.039
N 3.03443 -0.91603 -1.53882 -0.140
H 2.46513 1.05139 -2.01723 0.075
C 2.82626 -0.76060 -0.22914 -0.213
O 2.22877 0.22401 0.26744 0.013
H 4.08142 -2.69114 -1.24130 0.093
H 3.20711 -1.57986 0.41245 0.157
H 3.48946 0.18851 -3.23632 0.094
H 4.29851 -1.92421 -2.85473 0.092
O 0.05838 -0.88116 -0.81529 -0.164
C -0.85465 -1.77399 -1.32586 -0.350
C 0.54074 -3.73476 -0.51168 -0.049
C -0.71669 -3.16521 -0.69227 -0.181
H 1.42278 -3.12683 -0.74924 0.099
C 0.65012 -5.05603 -0.06845 -0.086
H -1.89205 -1.43580 -1.14232 0.125
C -1.87091 -3.87481 -0.34729 -0.026
H 1.64144 -5.49867 0.05372 0.101
C -0.50471 -5.79362 0.21205 -0.119
C -1.76358 -5.19561 0.09398 -0.090
H -2.83944 -3.37337 -0.45324 0.125
H -0.42286 -6.83005 0.54958 0.101
H -2.66624 -5.75194 0.35599 0.103
Si 0.09773 5.41270 -2.00316 0.132
Cl -0.05109 3.77263 -3.32170 0.249
C 1.92047 5.74964 -1.73272 -0.217
C -1.01405 5.11715 -0.52788 -0.234
C -0.52117 6.95171 -2.91563 -0.228
H 2.49334 4.81826 -1.66842 0.021
H 2.09481 6.33344 -0.81916 0.029
H 2.30255 6.33180 -2.58531 0.031
H 0.15339 7.19941 -3.74638 0.025
H -0.56105 7.82553 -2.24891 0.031
H -1.52648 6.79846 -3.32691 0.025
H -0.81370 4.12781 -0.09558 -0.069
H -2.06755 5.14067 -0.84932 0.043
H -0.86613 5.88721 0.24410 0.030
C -4.40267 0.08659 1.85893 -0.126
C -3.39331 -0.00261 2.82004 -0.108
C -2.04434 0.16620 2.44262 -0.147
C -1.69895 0.35814 1.11625 -0.199
C -2.70218 0.52288 0.17359 -0.127
C -4.06009 0.35983 0.53216 -0.093
H -5.44727 -0.05394 2.14575 0.090
H -3.63213 -0.20575 3.86652 0.087
H -1.28684 0.13110 3.22696 0.094
H -2.46003 0.80078 -0.85342 0.075
H -4.83298 0.45438 -0.23475 0.093
```

Values from the calculation:
LUMO (eV): 0.331
Max |F| (eV/Å): 2.611
Net charge: 0
Orbital gap (eV): 7.383
E_tot (Ha): -3051.614039
Energy above the lowest of the compared OMol25 structures with the same formula, charge and spin (eV): 0.4428

=====

Record 3
Density functional theory data (wB97M-V/def2-TZVPD) for C21H21ClN2PTb as an isolated structure.

Structure (XYZ):
```
47
Properties=species:S:1:pos:R:3:mulliken_spin:R:1
Tb -0.98899 -0.65244 -1.41701 6.108
Cl -0.19416 0.46116 0.60095 -0.023
P 1.49149 -1.84751 -1.12583 -0.068
C 2.41499 -1.24028 -2.58721 0.002
C 2.35926 -1.99672 -3.77933 0.000
C 3.04019 -1.57220 -4.92219 -0.002
C 3.65496 -0.31215 -4.94396 0.001
C 3.58916 0.50278 -3.80694 -0.001
C 3.02209 0.03536 -2.62368 0.003
C 2.58568 -2.08230 0.28359 0.000
C 2.05371 -2.24491 1.58583 0.001
C 2.92670 -2.26635 2.66566 0.001
C 4.31122 -2.16686 2.45951 -0.002
C 4.83512 -2.02475 1.16802 0.001
C 3.97479 -1.99886 0.07343 -0.001
C 0.58357 -3.44055 -1.45372 -0.010
C -0.82934 -3.57058 -1.42731 0.068
C -1.38002 -4.84616 -1.35330 -0.004
C -0.59718 -5.98857 -1.50210 -0.001
C 0.78860 -5.85826 -1.69165 0.001
C 1.37124 -4.58725 -1.64587 0.002
H 0.96747 -2.32144 1.71616 0.001
H 2.51702 -2.38664 3.66881 0.000
H 4.97892 -2.21951 3.31640 0.000
H 5.91399 -1.95007 1.01153 0.000
H 4.36921 -1.90181 -0.94494 0.001
H 1.76744 -2.91852 -3.80759 0.002
H 3.11473 -2.22428 -5.79701 0.000
H 4.19429 0.02866 -5.82946 0.000
H 4.01724 1.50230 -3.82832 0.000
H 3.03505 0.64796 -1.72612 0.000
H -1.53375 -2.71679 -1.50602 -0.078
H -2.45143 -4.95267 -1.19876 0.000
H -1.05426 -6.98272 -1.50054 0.000
H 1.41393 -6.73285 -1.88157 0.000
H 2.45644 -4.48127 -1.74778 0.001
H -0.23563 -0.88417 -3.25861 0.015
H -0.64259 -1.62351 -3.27479 -0.011
N -0.64503 2.95369 -3.71477 0.000
C -1.75690 2.26638 -4.23952 0.000
C -2.05708 1.28270 -3.34606 0.000
N -1.14325 1.36619 -2.28861 -0.008
C -0.30446 2.38647 -2.54416 0.002
H -0.16107 3.76453 -4.10097 -0.001
H -2.25054 2.54790 -5.14980 0.000
H -2.83258 0.51638 -3.27628 0.001
H 0.48473 2.74725 -1.89519 -0.001
```

Values from the calculation:
LUMO (alpha / beta) (eV): -7.410 / -7.158
Max |F| (eV/Å): 4.790
Net charge: +2
Orbital gap (alpha / beta) (eV): 6.768 / 6.972
E_tot (Ha): -2547.776048
2S+1: 7